No. 1
Entry from the Open Molecules 2025 dataset: a cluster of 17 separate species, C41H124N26O17 in total in a non-equilibrium geometry (the ωB97M-V functional and the def2-TZVPD basis).

electronic energy: -4339.46493 hartree
largest force on an atom: 0.085 Eh/bohr
LUMO: 0.3 eV
HOMO-LUMO gap: 9.242 eV
highest occupied orbital energy: -8.91 eV

Each line ends with the Löwdin charge.
Positions of all 208 atoms, in Å:
O: 6.678 2.715 -1.146  -0.187
O: -1.656 -3.105 -7.782  -0.186
O: 2.865 -2.518 0.408  -0.017
O: -4.168 -1.372 -2.038  -0.183
O: -2.273 1.988 -4.285  -0.021
O: -1.039 5.266 2.283  -0.001
O: 2.246 -0.136 -5.832  -0.190
O: -0.396 0.975 2.243  -0.089
O: 3.213 5.904 -1.315  -0.040
O: -0.429 -1.040 6.679  0.026
O: 2.830 -3.252 3.860  -0.074
O: -1.431 3.827 -1.134  0.005
O: -0.065 -1.960 -1.642  -0.040
O: 2.295 -5.612 0.131  -0.215
O: 4.725 1.491 5.329  -0.204
O: -5.785 0.319 1.432  -0.222
O: -3.258 -2.847 5.660  -0.203
N: 0.618 3.733 2.412  0.181
N: -2.574 -1.081 -4.864  0.071
N: 0.379 0.470 5.160  0.135
N: 0.400 -3.820 1.360  0.044
N: -7.541 0.064 -1.533  0.026
N: 1.020 5.721 -2.056  0.138
N: -1.549 3.420 -6.037  0.167
N: -1.819 0.477 5.909  0.227
N: 0.716 -2.398 3.833  0.168
N: 4.548 -1.925 1.774  0.172
N: 1.358 -3.554 -2.107  0.203
N: -3.542 -3.954 2.017  0.066
N: -0.424 1.319 0.015  0.219
N: 2.695 2.638 3.958  0.047
N: -1.282 4.067 -3.956  0.155
N: -0.508 -3.377 -3.436  0.172
N: -2.965 4.833 0.216  0.178
N: 4.591 -1.119 -0.354  0.165
N: -3.615 3.619 -1.524  0.188
N: 7.808 5.261 1.237  0.042
N: 1.739 4.612 -0.109  0.179
N: 0.950 5.868 3.080  0.151
N: -2.940 2.104 3.102  0.089
N: 1.864 -2.871 5.894  0.159
N: 0.386 -0.656 0.870  0.223
N: 0.305 0.702 -2.843  0.064
C: 0.215 -2.942 -2.339  -0.677
C: -2.898 -1.143 -1.474  -0.110
C: 4.707 1.332 3.925  -0.188
C: -4.461 0.946 1.502  -0.185
C: 1.822 -2.843 4.522  -0.612
C: 2.034 5.425 -1.165  -0.595
C: 3.974 0.485 5.988  -0.101
C: 7.958 4.044 0.474  -0.440
C: 6.638 3.771 -0.254  -0.242
C: -3.841 -3.260 4.386  -0.176
C: 2.664 0.241 -2.941  -0.056
C: 5.513 2.452 -1.880  -0.118
C: -2.563 -3.808 6.466  -0.098
C: 1.137 -0.019 -4.945  -0.219
C: 0.278 -5.295 1.358  -0.353
C: -1.697 -2.710 -6.438  -0.220
C: -2.887 -3.257 3.199  -0.345
C: -0.133 0.531 1.092  -0.639
C: -6.857 -0.419 -3.703  -0.091
C: -1.756 3.042 -4.729  -0.603
C: 3.206 1.633 1.885  -0.032
C: -2.360 -1.766 2.986  -0.028
C: 0.105 4.931 2.548  -0.702
C: 1.893 -0.964 -7.003  -0.058
C: -0.677 -0.086 5.985  -0.697
C: -2.473 -0.400 -7.251  -0.056
C: -5.016 -0.234 -1.892  -0.195
C: -4.321 1.603 2.850  -0.394
C: -6.456 -0.652 -2.264  -0.420
C: -0.577 -5.673 0.156  -0.058
C: -5.306 2.812 2.978  -0.033
C: 3.902 -1.864 0.586  -0.635
C: 1.486 0.803 -3.715  -0.389
C: -2.573 4.049 -0.827  -0.705
C: -2.668 -1.508 -6.237  -0.421
C: 8.309 2.857 1.313  -0.054
C: -0.938 -4.308 -8.038  -0.089
C: 3.698 -5.631 0.224  -0.113
C: -5.763 -1.052 1.728  -0.105
C: 1.790 -5.908 1.398  -0.173
C: 3.275 1.487 3.410  -0.467
H: -0.035 -3.628 -4.296  0.086
H: -0.674 -2.402 -6.184  0.094
H: -1.152 -5.110 -7.327  0.087
H: -2.204 -0.543 -2.085  0.073
H: -0.124 -5.685 2.263  0.109
H: 2.382 -5.285 2.121  0.115
H: -2.006 -3.477 -5.730  0.115
H: -1.610 -5.330 0.365  0.055
H: 1.876 -3.115 -1.335  0.088
H: -0.969 2.116 0.213  0.058
H: 1.939 -2.026 -6.726  0.083
H: 2.168 -0.672 -2.460  0.085
H: -6.748 -1.483 1.506  0.106
H: 4.200 -0.500 5.477  0.102
H: -3.026 0.549 -7.095  0.083
H: 1.923 -6.960 1.686  0.125
H: -1.314 3.901 -2.946  0.045
H: 6.307 4.645 -0.802  0.123
H: -0.121 1.020 -0.899  0.053
H: 0.016 0.447 4.177  0.062
H: -5.549 -1.196 2.761  0.057
H: -4.255 -3.388 1.598  0.033
H: -4.101 -4.284 4.396  0.101
H: -4.682 -2.550 4.259  0.122
H: -3.778 0.138 1.337  0.075
H: -0.517 4.622 -4.224  0.069
H: 4.374 0.419 7.032  0.105
H: -3.225 -4.612 6.754  0.077
H: -0.464 1.347 -2.897  0.056
H: -7.152 0.332 -0.589  0.068
H: -3.907 4.826 0.559  0.085
H: -2.407 -2.071 -1.273  0.067
H: -4.874 3.714 2.473  0.075
H: 5.858 3.583 0.471  0.104
H: 0.513 -1.009 -0.041  0.046
H: 0.808 -1.062 -4.581  0.132
H: -4.997 -1.544 1.116  0.075
H: 0.541 6.763 3.011  0.078
H: 8.488 2.012 0.663  0.075
H: -4.680 0.658 -2.566  0.142
H: 2.527 4.206 0.361  0.083
H: -7.633 0.984 -1.979  0.058
H: 0.298 0.328 -5.569  0.108
H: 2.750 0.582 3.750  0.118
H: 5.683 1.630 -2.590  0.089
H: 0.647 -2.816 2.887  0.047
H: 1.121 -0.255 5.127  0.055
H: -6.505 -1.738 -2.003  0.147
H: -2.805 -4.222 1.366  0.030
H: 0.135 -4.131 -7.917  0.077
H: -2.218 5.048 0.889  0.058
H: 0.865 4.109 -0.150  0.069
H: 3.172 2.936 4.802  0.097
H: -2.221 1.451 2.888  0.011
H: -4.624 0.865 3.588  0.127
H: -4.492 4.125 -1.452  0.123
H: -4.386 1.679 0.660  0.127
H: 3.672 0.757 1.347  0.068
H: 3.492 -0.149 -3.570  0.093
H: -1.537 -1.516 2.324  0.046
H: -2.039 3.093 -6.781  0.055
H: 0.272 6.298 -1.801  0.080
H: 2.567 -0.699 -7.809  0.086
H: 8.436 6.032 1.271  0.060
H: 1.543 3.502 2.719  0.035
H: -2.672 -0.811 -8.205  0.057
H: 1.679 -4.310 -2.641  0.101
H: 4.044 -4.836 0.886  0.078
H: 0.876 -0.788 -7.315  0.053
H: -0.018 -0.203 -2.834  -0.004
H: 8.600 4.200 -0.385  0.144
H: 5.178 3.344 -2.503  0.110
H: -1.123 -4.580 -9.064  0.085
H: 1.825 2.279 4.395  0.084
H: 3.794 2.490 1.599  0.061
H: 7.362 2.694 1.825  0.067
H: -2.223 -3.213 7.313  0.084
H: 5.117 0.315 3.661  0.125
H: -3.459 -0.896 -4.430  0.058
H: 4.035 -5.304 -0.763  0.091
H: 1.932 5.912 2.749  0.115
H: -3.373 3.019 -2.278  0.071
H: -0.580 -6.776 0.105  0.086
H: -5.518 3.044 4.012  0.070
H: -3.029 -0.646 -0.519  0.064
H: 1.097 -2.580 6.547  0.104
H: 9.158 3.007 1.966  0.080
H: 4.045 -0.893 -1.182  0.062
H: -7.168 0.594 -3.959  0.071
H: -1.220 -2.668 -3.619  0.062
H: 2.742 -3.295 6.154  0.101
H: 1.694 1.856 -4.018  0.154
H: 2.152 1.598 1.623  0.054
H: -6.251 2.508 2.563  0.065
H: -1.914 -0.280 -4.805  0.060
H: 4.140 -2.455 2.562  0.081
H: -1.206 4.381 -6.048  0.106
H: 4.676 2.252 -1.196  0.063
H: -4.883 0.262 -0.896  0.089
H: -6.131 -0.844 -4.458  0.087
H: 0.019 2.913 2.437  0.076
H: -3.694 -1.859 -6.452  0.146
H: 1.390 -3.661 1.069  0.052
H: 2.996 0.932 -2.154  0.064
H: -0.005 -2.012 4.425  0.055
H: 5.188 -0.343 -0.018  0.107
H: 2.900 0.653 6.010  0.059
H: -7.764 -1.009 -3.923  0.080
H: -3.122 -1.002 3.026  0.046
H: 5.413 -1.438 1.965  0.098
H: -0.194 -3.455 0.621  0.058
H: -1.377 -0.132 -7.230  0.075
H: -2.822 2.929 2.599  0.018
H: -0.343 -5.204 -0.874  0.093
H: -2.532 0.399 6.569  0.114
H: 4.126 -6.584 0.474  0.085
H: -2.035 -3.900 3.484  0.126
H: 7.434 5.219 2.190  0.084
H: 0.889 -1.146 1.603  0.089
H: 1.448 5.951 -2.942  0.094
H: -1.925 -1.551 3.947  0.030
H: -1.721 -4.325 6.052  0.068
H: 5.338 2.148 3.581  0.123
H: -1.882 1.337 5.427  0.090

=====

No. 2
Entry from the Open Molecules 2025 dataset: a structure of composition C41H24BEuF9NPS2 in a non-equilibrium geometry (the ωB97M-V functional and the def2-TZVPD basis).

electronic energy: -4403.42993 hartree
largest force on an atom: 0.076 Eh/bohr
LUMO (alpha / beta): 2.2 / -0.1 eV
HOMO-LUMO gap (alpha / beta): 4.416 / 4.910 eV
highest occupied orbital energy (alpha / beta): -2.20 / -5.05 eV
2S+1: 7
total charge: -1

Each line ends with the Löwdin charge.
Positions of all 80 atoms, in Å:
Eu: -0.206 -0.732 -0.129  1.759
S: 2.073 -0.202 1.716  0.604
S: 0.892 -4.013 -3.641  1.111
P: -0.783 1.770 1.291  1.025
F: 4.602 -2.686 -1.907  0.111
F: 4.438 -1.225 3.325  0.074
F: -1.625 -2.678 0.307  -0.002
F: 6.555 -3.518 -0.181  0.101
F: -0.856 -1.441 2.016  -0.069
F: -1.096 -3.721 2.315  0.166
F: 2.607 -1.097 -1.000  0.014
F: -2.964 -2.394 2.174  0.168
F: 6.449 -2.755 2.419  0.101
N: 0.546 -2.745 -1.431  -0.041
C: 0.020 1.057 -3.197  -0.138
C: 4.450 -1.560 2.031  -0.247
C: 0.151 -1.302 -3.342  -0.290
C: -2.053 1.874 2.605  -0.326
C: 1.114 2.761 3.099  -0.143
C: 5.488 -2.350 1.576  -0.153
C: 2.306 3.394 3.410  -0.089
C: -2.978 -0.173 -1.872  -0.138
C: 1.232 -4.438 0.223  -0.002
C: 2.487 4.176 1.148  -0.084
C: -3.864 1.838 -2.869  -0.036
C: -2.584 4.745 -0.926  -0.101
C: -3.774 0.476 -2.838  -0.099
C: 0.581 2.854 1.814  -0.414
C: -1.684 2.724 0.014  -0.331
C: 4.564 -2.317 -0.622  -0.154
C: -2.373 1.932 -0.946  -0.232
C: 0.197 -0.154 -2.507  -0.197
C: -4.089 0.921 3.483  -0.073
C: 0.456 -2.581 -2.717  -0.512
C: -3.261 4.020 -1.868  -0.061
C: 3.552 -1.516 -0.147  -0.262
C: 0.993 -4.000 -1.078  -0.297
C: -2.244 0.504 -0.912  -0.214
C: -0.287 -0.017 -5.329  -0.101
C: 1.235 -4.857 -2.162  -0.461
C: 2.995 4.102 2.437  -0.094
C: 3.418 -1.126 1.189  -0.594
C: -0.111 -1.239 -4.716  -0.081
C: -2.103 2.862 3.582  -0.093
C: 1.290 3.554 0.837  -0.105
C: -0.196 1.141 -4.562  -0.094
C: -4.131 1.907 4.459  -0.100
C: -3.138 2.874 4.507  -0.094
C: -3.175 2.610 -1.907  -0.184
C: 5.553 -2.741 0.249  -0.153
C: -1.787 4.092 0.032  -0.113
C: 1.924 -6.575 -0.672  -0.093
C: 1.699 -6.151 -1.969  -0.096
C: -3.052 0.898 2.566  -0.087
C: 1.694 -5.725 0.412  -0.070
B: -1.677 -2.611 1.762  -1.255
H: 1.056 -3.777 1.062  0.111
H: 2.716 3.307 4.409  0.102
H: -3.883 4.524 -2.601  0.100
H: -0.317 2.109 -5.036  0.097
H: -3.003 0.122 1.813  0.081
H: -4.857 0.159 3.442  0.106
H: 3.936 4.580 2.677  0.096
H: -2.666 5.826 -0.905  0.093
H: 0.901 3.597 -0.174  0.100
H: -4.301 -0.116 -3.579  0.094
H: -1.259 4.672 0.781  0.098
H: -3.168 3.638 5.275  0.097
H: 0.610 2.162 3.848  0.108
H: 1.892 -6.802 -2.812  0.103
H: -1.345 3.634 3.617  0.096
H: -4.937 1.919 5.183  0.095
H: 1.872 -6.084 1.418  0.106
H: -2.946 -1.261 -1.906  0.089
H: -0.183 -2.153 -5.300  0.082
H: -0.489 0.043 -6.391  0.094
H: -4.459 2.342 -3.624  0.108
H: 2.295 -7.578 -0.499  0.098
H: 0.030 1.985 -2.629  0.084
H: 3.036 4.705 0.379  0.100

=====

How do the records compare in ΔE to the lowest compared entry with this formula, charge and spin? In the order shown, they have 58.2; 111.4 kcal/mol.